1.
{"formula": "C5H15NO2", "method": "the ωB97M-V functional and the def2-TZVPD basis", "elements": ["C", "N", "C", "C", "C", "C", "H", "H", "H", "H", "H", "H", "H", "H", "H", "H", "H", "H", "H", "O", "H", "H", "O"], "coordinates": [[0.47584, -1.17866, -1.53880], [1.70022, -0.51334, -1.03538], [1.57302, 0.86129, -1.13772], [1.85406, 1.71943, -2.15757], [1.87776, 3.22401, -2.13090], [1.04726, 1.55296, 0.13796], [0.76043, -2.25808, -1.70699], [-0.38969, -1.11650, -0.80805], [0.05996, -1.01158, -2.51627], [2.61371, -0.80685, -1.23946], [2.32184, 1.24391, -2.97985], [0.78286, 3.46122, -2.40669], [2.12811, 3.73251, -1.25874], [2.30264, 3.53753, -3.12578], [1.90918, 1.82637, 0.78285], [0.47215, 0.88631, 0.88571], [0.38559, 2.33814, -0.12443], [-4.29341, -3.56453, 2.96327], [-3.56700, -4.42825, 3.94748], [-4.07488, -4.56184, 3.17499], [-3.26160, -1.19033, 3.54772], [-3.36273, -1.70356, 4.78412], [-3.31534, -2.05016, 3.94251]], "forces_ev_per_angstrom": [[0.653, -2.897, 1.109], [-2.300, 0.332, -0.624], [-0.686, 3.934, 1.050], [1.045, -1.858, 2.077], [-3.294, -1.174, -4.166], [0.106, -2.319, 1.526], [-0.457, 0.700, 0.868], [1.232, -0.035, -0.610], [0.266, 1.402, -0.675], [0.775, -1.149, -0.990], [0.250, -0.286, -1.181], [1.170, 0.223, 0.888], [0.810, 0.771, 1.273], [0.453, 0.161, 1.514], [-0.409, 0.506, -0.555], [0.659, 0.517, -1.576], [-0.276, 1.171, 0.073], [0.615, -3.089, 0.534], [0.988, -0.009, 1.334], [-1.675, 2.724, -1.960], [0.184, 0.592, -1.624], [-0.297, 0.181, 3.772], [0.187, -0.399, -2.058]], "homo_ev": -8.519, "total_charge": 0, "gap_ev": 8.90, "smiles": "C/C=C(\\C)NC.O.O", "relative_energy_ev": 3.153}

=====

2.
{"formula": "C38H50BrCsIN7O2P2S", "method": "the ωB97M-V functional and the def2-TZVPD basis", "elements": ["Cs", "O", "C", "N", "C", "C", "C", "C", "C", "C", "N", "C", "C", "C", "C", "C", "N", "H", "H", "H", "H", "H", "H", "H", "H", "H", "H", "C", "P", "C", "C", "C", "P", "C", "C", "H", "H", "H", "H", "H", "H", "H", "H", "H", "H", "H", "H", "H", "H", "H", "H", "N", "C", "C", "N", "C", "C", "N", "H", "H", "H", "H", "H", "Br", "C", "C", "C", "C", "C", "C", "I", "H", "H", "H", "H", "C", "S", "C", "O", "H", "H", "H", "H", "H", "H", "C", "C", "C", "C", "C", "C", "C", "C", "N", "H", "H", "H", "H", "H", "H", "H", "H", "H"], "coordinates": [[0.29605, -0.66793, 0.16108], [3.61221, -4.78886, -0.69398], [2.88301, -3.76145, -0.73325], [1.97156, -3.37281, 0.11942], [1.86427, -4.28188, 1.22665], [0.78797, -3.93114, 2.22608], [0.94244, -4.32774, 3.56046], [-0.07233, -4.10614, 4.46624], [-1.23509, -3.48717, 4.02691], [-1.29452, -3.10243, 2.70060], [-0.32043, -3.31624, 1.82015], [3.09668, -2.85832, -1.94875], [4.15724, -3.16859, -2.80520], [4.35812, -2.41172, -3.94120], [3.48659, -1.36447, -4.21020], [2.47053, -1.12600, -3.29917], [2.28025, -1.83351, -2.19369], [2.81352, -4.37583, 1.77601], [1.65168, -5.31113, 0.88736], [1.87219, -4.78948, 3.86646], [0.04158, -4.39332, 5.50487], [-2.05990, -3.28013, 4.69690], [-2.17012, -2.59068, 2.31197], [4.77502, -4.01160, -2.53323], [5.17949, -2.63599, -4.61317], [3.58951, -0.74063, -5.09015], [1.76789, -0.31230, -3.45457], [-0.10127, 0.44505, -5.33583], [-0.85498, 1.14575, -3.80622], [-2.46932, 1.64895, -4.53348], [-0.03405, 2.80731, -3.80919], [1.46040, 2.77376, -3.48367], [1.77839, 2.06159, -1.80001], [1.65303, 3.58553, -0.78057], [3.61456, 1.96949, -1.84204], [-0.23068, 1.10762, -6.19729], [-0.55379, -0.52184, -5.56135], [0.96368, 0.27312, -5.18357], [-2.34414, 2.28247, -5.41676], [-3.05972, 2.18840, -3.79474], [-3.03124, 0.75742, -4.81649], [-0.55968, 3.41235, -3.06316], [-0.21142, 3.27916, -4.78437], [1.88300, 3.78397, -3.54679], [2.00314, 2.16696, -4.21679], [2.41240, 4.31415, -1.07961], [1.80570, 3.30763, 0.26251], [0.66452, 4.03710, -0.87788], [4.05121, 2.87412, -2.27758], [3.95742, 1.09639, -2.39885], [3.96873, 1.86496, -0.81531], [-0.16493, 4.57614, 2.48502], [-0.85570, 4.08481, 1.40630], [-0.69544, 2.70654, 1.07318], [-1.33488, 2.21366, 0.03202], [-2.17001, 3.03118, -0.64206], [-2.30226, 4.34988, -0.30311], [-1.62754, 4.90528, 0.71714], [0.62569, 4.02505, 2.78830], [-0.03456, 5.57468, 2.49466], [0.00539, 2.02809, 1.63549], [-2.72573, 2.60291, -1.46530], [-2.96035, 5.00458, -0.86700], [-3.61614, -4.67858, -3.87893], [-5.01208, -3.85431, -2.91179], [-6.25712, -4.47283, -2.92916], [-7.31736, -3.91568, -2.24008], [-7.13633, -2.73384, -1.52643], [-5.89925, -2.11884, -1.51178], [-4.81724, -2.66261, -2.21323], [-3.00460, -1.66822, -2.09427], [-6.37838, -5.39221, -3.48503], [-8.28150, -4.40670, -2.25947], [-7.95475, -2.28715, -0.97729], [-5.75272, -1.20426, -0.95372], [-4.11928, -0.53949, 3.31558], [-3.14637, 0.58888, 2.28988], [-1.95058, 1.08326, 3.54726], [-4.07665, 1.73497, 2.03690], [-4.54088, 0.03412, 4.14152], [-3.48495, -1.33834, 3.69533], [-4.91777, -0.95530, 2.70327], [-2.03142, 0.41363, 4.40456], [-2.25256, 2.09040, 3.83852], [-0.89117, 1.05198, 3.18786], [3.27898, -0.19915, 1.08571], [3.39616, 0.63456, 2.32545], [4.62850, 0.96649, 2.83103], [4.80097, 1.73381, 3.99065], [3.63556, 2.12543, 4.65424], [2.37316, 1.82243, 4.19716], [1.16874, 2.14354, 5.03556], [2.12796, 1.08143, 2.94659], [0.94867, 0.86336, 2.45267], [4.25204, -0.39441, 0.62573], [2.64770, 0.31198, 0.35078], [2.79840, -1.16813, 1.26386], [5.51157, 0.60814, 2.29939], [5.78486, 1.97430, 4.37576], [3.72176, 2.67218, 5.59611], [1.44580, 2.66882, 5.95471], [0.62063, 1.22999, 5.29868], [0.42667, 2.73957, 4.50621]], "forces_ev_per_angstrom": [[-0.785, -0.422, -0.324], [0.066, -0.112, 0.034], [-0.004, 0.061, -0.064], [-0.052, -0.004, -0.064], [-0.005, -0.009, 0.084], [0.035, -0.063, 0.058], [0.050, 0.038, -0.043], [-0.019, 0.009, 0.011], [-0.062, 0.085, 0.006], [0.053, -0.029, 0.035], [-0.049, -0.090, -0.166], [-0.001, -0.082, 0.056], [-0.050, -0.008, 0.055], [0.041, -0.009, -0.037], [-0.049, 0.046, 0.009], [0.048, 0.089, -0.059], [-0.121, -0.109, 0.135], [0.001, 0.015, -0.038], [0.010, 0.004, -0.026], [0.011, -0.012, 0.010], [0.004, -0.013, -0.001], [0.009, -0.003, 0.021], [-0.026, 0.015, -0.002], [0.025, -0.012, -0.014], [-0.005, 0.013, -0.009], [0.015, -0.015, -0.013], [0.064, -0.026, 0.077], [0.030, 0.041, -0.114], [0.031, -0.061, 0.046], [-0.049, 0.015, -0.077], [-0.078, 0.056, -0.082], [0.023, 0.039, -0.001], [0.245, 0.017, 0.178], [0.002, 0.068, -0.165], [0.063, 0.026, -0.074], [-0.014, 0.024, 0.006], [-0.025, -0.004, 0.031], [-0.041, 0.005, -0.071], [0.017, -0.001, -0.002], [-0.026, 0.040, 0.061], [0.004, -0.026, 0.020], [-0.010, -0.010, 0.025], [0.018, -0.005, 0.011], [-0.002, -0.023, 0.007], [-0.034, -0.043, 0.026], [-0.003, 0.016, 0.002], [0.031, -0.008, 0.056], [-0.008, -0.019, 0.010], [0.004, 0.000, 0.005], [-0.042, -0.012, -0.013], [-0.001, -0.004, 0.022], [0.093, 0.084, 0.006], [0.098, -0.237, 0.020], [-0.281, 0.249, -0.478], [-0.280, -0.035, 0.036], [0.158, -0.015, 0.046], [-0.020, 0.054, -0.056], [-0.031, 0.064, 0.059], [0.015, -0.098, 0.084], [-0.023, -0.039, 0.005], [-0.018, 0.152, 0.145], [-0.052, -0.052, -0.076], [0.005, 0.002, 0.026], [0.060, -0.021, -0.026], [-0.014, 0.261, 0.061], [0.068, 0.025, 0.000], [-0.048, 0.138, 0.102], [-0.051, -0.148, -0.087], [0.173, -0.069, -0.148], [-0.298, -0.227, 0.165], [0.221, 0.141, -0.098], [-0.009, -0.005, 0.005], [-0.017, 0.012, 0.019], [-0.028, -0.032, -0.004], [0.011, 0.025, 0.010], [0.031, -0.008, 0.089], [0.079, -0.174, -0.010], [-0.190, -0.022, 0.211], [0.000, 0.080, -0.023], [0.003, 0.035, 0.001], [0.037, -0.030, -0.005], [-0.004, 0.020, -0.055], [-0.019, 0.007, 0.029], [0.019, 0.036, -0.007], [0.057, -0.013, -0.153], [0.136, 0.085, 0.137], [-0.229, 0.015, -0.106], [0.181, 0.014, -0.104], [0.081, 0.019, 0.029], [0.002, 0.062, 0.185], [-0.212, -0.068, 0.167], [0.012, -0.035, -0.020], [0.367, 0.204, 0.132], [0.138, -0.170, 0.056], [0.047, -0.006, 0.015], [0.296, 0.112, -0.047], [0.097, 0.028, 0.070], [0.012, -0.006, -0.003], [0.018, 0.009, -0.005], [0.008, 0.011, -0.008], [0.032, 0.010, 0.034], [0.056, -0.106, 0.049], [-0.124, 0.173, -0.109]], "homo_ev": 0.731, "total_charge": -2, "gap_ev": 2.50}

=====

3.
{"formula": "C20H24N2O3S", "method": "the ωB97M-V functional and the def2-TZVPD basis", "elements": ["C", "H", "O", "C", "C", "C", "C", "C", "C", "H", "H", "C", "H", "H", "C", "N", "C", "O", "C", "C", "H", "C", "N", "C", "O", "C", "C", "C", "C", "S", "H", "H", "H", "C", "C", "H", "H", "H", "H", "H", "H", "H", "H", "H", "H", "H", "H", "H", "H", "H"], "coordinates": [[2.12428, 2.27862, 2.54155], [2.73821, 2.86308, 1.84813], [0.82077, 2.79556, 2.63887], [0.05239, 2.83954, 1.51396], [0.45070, 2.40211, 0.25760], [-0.42505, 2.49806, -0.81299], [-1.69392, 3.03234, -0.66531], [-2.08254, 3.46919, 0.59741], [-1.22687, 3.37601, 1.67124], [-1.52402, 3.71067, 2.65217], [-3.06893, 3.88480, 0.73779], [-2.65689, 3.08170, -1.81844], [-3.17212, 4.04326, -1.84382], [-2.11832, 2.95598, -2.76072], [-3.70834, 1.96997, -1.67896], [-3.08536, 0.67319, -1.54968], [-3.05805, 0.01089, -0.37424], [-3.68691, 0.37201, 0.59898], [-2.20131, -1.25369, -0.31697], [-0.99063, -0.96768, 0.58266], [-0.36646, -0.19666, 0.12513], [-0.17493, -2.24786, 0.76512], [0.21830, -2.77247, -0.52096], [1.47741, -2.88710, -0.99453], [1.73227, -3.39978, -2.07075], [2.57682, -2.35718, -0.14652], [3.67448, -3.03544, 0.28900], [4.60706, -2.21205, 0.95859], [4.22108, -0.91264, 0.99951], [2.70330, -0.66818, 0.22899], [4.73144, -0.07349, 1.42882], [5.52546, -2.57539, 1.38300], [3.80082, -4.09257, 0.14117], [-0.90013, -3.09483, -1.38031], [-1.71541, -1.82647, -1.64721], [-1.06004, -1.11466, -2.15551], [-2.55681, -2.06670, -2.29911], [-1.52481, -3.85168, -0.89347], [-0.49694, -3.50597, -2.30759], [-0.79246, -3.00385, 1.26650], [0.70491, -2.06566, 1.38166], [-1.33189, -0.59755, 1.54942], [-2.82173, -2.00594, 0.18490], [-2.47855, 0.38763, -2.29984], [-4.29626, 2.11838, -0.77116], [-4.37515, 1.96885, -2.54726], [-0.09665, 2.15222, -1.78419], [1.43122, 1.98189, 0.09616], [2.54552, 2.35062, 3.54329], [2.11807, 1.23054, 2.22421]], "forces_ev_per_angstrom": [[0.177, -0.085, -0.018], [-0.010, -0.012, 0.003], [-0.312, 0.122, -0.008], [-0.109, 0.034, -0.092], [0.282, -0.007, 0.301], [-0.182, 0.142, -0.002], [0.102, 0.068, -0.249], [0.176, -0.044, 0.004], [0.155, -0.044, 0.116], [-0.041, 0.046, 0.130], [-0.143, 0.041, 0.044], [-0.139, -0.224, 0.191], [0.007, 0.037, -0.102], [-0.003, 0.073, -0.029], [-0.087, 0.210, -0.082], [0.010, 0.180, -0.495], [0.127, -0.642, -0.066], [-0.128, 0.118, 0.376], [0.092, 0.339, 0.019], [-0.088, -0.335, 0.155], [0.015, 0.030, 0.017], [-0.024, 0.349, 0.364], [-0.208, -0.074, 0.024], [0.082, -0.237, -0.109], [0.125, -0.065, -0.145], [0.373, 0.494, 0.105], [-0.397, -0.019, -0.113], [0.094, 0.158, 0.094], [-0.312, 0.136, -0.155], [0.285, -0.540, 0.007], [0.169, 0.143, 0.104], [0.163, -0.027, 0.086], [0.005, -0.192, -0.088], [-0.004, 0.057, -0.531], [-0.140, -0.274, 0.242], [0.020, 0.039, -0.093], [-0.007, 0.034, -0.070], [0.016, 0.012, -0.024], [-0.116, -0.005, 0.169], [0.052, 0.036, 0.026], [-0.132, -0.096, -0.035], [-0.006, 0.046, 0.016], [-0.019, 0.084, -0.033], [-0.002, -0.147, 0.115], [-0.008, 0.005, -0.157], [-0.017, 0.034, 0.125], [0.015, -0.019, -0.109], [0.079, -0.006, 0.027], [0.023, -0.033, -0.089], [-0.012, 0.058, 0.037]], "homo_ev": -8.413, "total_charge": 0, "gap_ev": 9.00, "smiles": "COc1ccc(CCNC(=O)C2CCN(C(=O)c3cccs3)CC2)cc1", "relative_energy_ev": 1.291}

=====

4.
{"formula": "C4H7NS2", "method": "the ωB97M-V functional and the def2-TZVPD basis", "elements": ["C", "C", "C", "C", "H", "H", "H", "H", "H", "H", "H", "N", "S", "S"], "coordinates": [[-1.54617, 0.40999, 0.35731], [0.90558, -0.26690, 0.87172], [1.74621, 0.28656, -0.20489], [3.27884, 0.96152, 0.05816], [-1.25964, 1.31902, 1.09702], [0.71214, 0.60467, 1.42610], [1.32187, -1.23875, 1.32207], [1.09803, 0.87559, -1.10183], [3.82919, 0.88600, 1.20884], [3.32708, 2.20333, -0.54557], [3.00701, -1.48334, -0.35147], [2.71296, -0.44202, -0.79613], [-3.05326, 0.42331, -0.26415], [-0.53006, -0.94953, 0.01564]], "forces_ev_per_angstrom": [[-1.399, 1.336, 0.675], [0.878, -2.616, -1.047], [0.530, 3.524, -1.082], [-2.712, 0.435, 0.098], [-0.055, -2.408, -1.754], [-0.883, 0.233, 1.811], [0.057, 2.117, 0.110], [1.538, -1.152, 2.757], [-1.933, -0.152, -3.790], [0.307, -4.735, 1.617], [-0.903, 4.019, -0.894], [4.940, -2.134, 0.251], [0.305, 0.292, 0.183], [-0.668, 1.242, 1.065]], "homo_ev": -8.699, "total_charge": 0, "gap_ev": 8.39, "relative_energy_ev": 6.265}

=====

Listing calculated total energy for the structures above in their given order: -11010.7936 -162845.6863 -41088.3300 -27415.5809 eV.
Listing E_LUMO for the structures above in their given order: 0.377 3.230 0.587 -0.310 eV.
Listing strongest force on any atom for the structures above in their given order: 5.4 0.9 0.7 5.4 eV Å⁻¹.